The following is a DFT calculation (ωB97M-V/def2-TZVPD) of 2 unconnected molecules or ions with the total composition C4H11NO2 in a non-equilibrium geometry.

Last columns: bonded neighbours and bond lengths (Å).
CARTESIAN COORDINATES (ANGSTROEM)
1 C -0.57 -2.51 -1.26  C2 1.503, H7 1.230, H8 1.221, H9 1.060
2 C -1.18 -1.77 -0.11  C1 1.503, N3 1.410, O6 1.256
3 N -0.99 -0.38 -0.05  C2 1.410, C4 1.465, C5 1.495
4 C -1.81 0.29 0.96  N3 1.465, H10 1.057, H11 1.106, H12 1.252
5 C -0.82 0.28 -1.38  N3 1.495, H13 1.008, H14 1.189, H15 1.096
6 O -1.95 -2.32 0.72  C2 1.256
7 H 0.60 -2.68 -0.93  C1 1.230
8 H -1.07 -3.61 -1.41  C1 1.221
9 H -0.63 -2.00 -2.19  C1 1.060
10 H -1.55 -0.17 1.88  C4 1.057
11 H -2.90 0.10 0.97  C4 1.106
12 H -1.54 1.51 0.89  C4 1.252
13 H -1.33 -0.24 -2.08  C5 1.008
14 H -1.19 1.41 -1.35  C5 1.189
15 H 0.25 0.26 -1.62  C5 1.096
16 H 5.62 3.68 3.00  O18 0.947
17 H 5.79 3.89 1.61  O18 0.975
18 O 5.26 4.26 2.34  H16 0.947, H17 0.975

Properties
Charge ... 0
Max |F| ... 0.0963 hartree/bohr
Energy above the lowest of the compared OMol25 structures with the same formula, charge and spin ... 54.9 kcal per mole
Frontier orbital gap ... 0.3706 hartree
HOMO energy ... -9.230 eV
DFT total energy ... -9909.8599 eV
Structure (SMILES) ... CC(=O)N(C)C.O